[1]
# C14H17F

An isolated molecule of C14H17F (ωB97M-V/def2-TZVPD, the OMol25 dataset).

XYZ file:
```
32
Properties=species:S:1:pos:R:3:lowdin_charge:R:1
C -4.6197 -0.9845 -0.3619 -0.0684
C -3.3895 -0.2269 -0.1829 -0.2899
C -2.7006 0.4427 -1.2598 -0.0220
C -1.4255 0.9859 -1.0464 -0.0363
C -0.7239 0.8918 0.1603 -0.1793
C 0.6107 1.4211 0.4481 -0.1467
C 1.6226 1.9934 -0.5668 0.0029
C 2.0672 0.7535 0.1129 -0.2453
C 2.3898 -0.5104 -0.4409 -0.4819
C 1.6431 -1.7713 0.1726 0.0079
C 3.9473 -0.5267 -0.1510 0.0230
F 2.1671 -0.5891 -1.8121 0.0288
C 1.6576 1.1388 1.5322 0.0118
C -1.4569 0.2533 1.1329 -0.0635
C -2.7188 -0.2342 1.0258 -0.0590
H -4.3655 -2.0815 -0.2262 0.1144
H -5.3717 -0.7652 0.3543 0.0683
H -5.0607 -0.8235 -1.3019 0.0581
H -3.1514 0.5664 -2.2526 0.1082
H -1.0457 1.5985 -1.9405 0.1326
H 1.2252 1.7358 -1.5103 0.0872
H 2.0690 2.9054 -0.5028 0.0755
H 2.1804 -2.6436 -0.2663 0.0783
H 0.6552 -1.9215 -0.2434 0.0643
H 1.5846 -1.9889 1.3372 0.1263
H 4.1860 -0.4438 0.8330 0.0584
H 4.3426 -1.3997 -0.5405 0.0603
H 4.4323 0.2588 -0.6435 0.0765
H 2.1340 2.0961 1.9546 0.1348
H 1.3543 0.4477 2.2000 0.0554
H -1.0550 0.1450 2.0739 0.0874
H -3.1837 -0.7235 1.9119 0.1321
```

The value obtained for the LUMO energy is 0.847 eV. The frontier orbital gap is 8.365 eV. The HOMO energy comes out at -7.5 eV. The spin multiplicity is 1. The energy above the lowest of the compared OMol25 structures with the same formula, charge and spin comes out at 29.6 kcal/mol.

[2]
# C4H5CrO

C4H5CrO as an isolated structure (ωB97M-V/def2-TZVPD, the OMol25 dataset).

XYZ file:
```
11
Properties=species:S:1:pos:R:3:lowdin_charge:R:1
C -0.1115 -1.9165 1.8883 0.2143
C -0.0355 -1.6190 0.5495 -0.0778
C 0.0950 -0.3112 0.0653 -0.0021
C -0.1463 -0.0530 -1.3099 -0.1390
O -0.2912 1.1008 -1.7819 -0.1557
Cr -0.5993 2.8516 -1.4839 1.4798
H -0.1625 -2.9499 2.2298 0.1129
H -0.0984 -1.1257 2.6407 0.1089
H 0.1659 0.5344 0.7545 0.1330
H -0.0046 -0.8771 -2.0271 0.1759
H -0.3817 -2.3620 -0.1944 0.1496
```

The value obtained for the LUMO energy (alpha / beta) is -12.027 / -10.958 eV. Its expectation value of S² is 8.80. The frontier orbital gap (alpha / beta) is 5.295 / 8.545 eV. The HOMO energy (alpha / beta) comes out at -17.3 / -19.5 eV. The spin multiplicity is 6. As for the total charge: +2.

[3]
# C8H32F2NO12S2

A 9-piece molecular cluster, C8H32F2NO12S2 overall (ωB97M-V/def2-TZVPD, the OMol25 dataset).

XYZ file:
```
57
Properties=species:S:1:pos:R:3:lowdin_charge:R:1
N -11.9932 -4.7026 22.5174 -0.2514
S -11.6816 -6.0634 23.0869 0.3948
O -10.9556 -7.0744 22.3286 -0.3178
O -12.4707 -6.5813 24.2102 -0.3159
F -10.4068 -5.5279 23.9743 -0.2618
S -13.4907 -5.3148 21.8644 0.6087
O -14.6814 -5.2066 22.7730 -0.3265
O -13.4124 -6.4136 20.9079 -0.3016
F -13.7151 -4.0989 20.8304 -0.2289
C -12.9152 -1.9324 27.9081 -0.1871
O -11.9474 -1.7338 26.9063 -0.1090
H -13.1720 -1.0735 28.5282 0.0731
H -13.8682 -2.1501 27.4259 0.0699
H -12.8161 -2.8429 28.4991 0.0719
H -12.1843 -2.1582 26.0785 0.0814
C -6.6173 -10.0612 15.4962 -0.1633
O -6.1476 -9.1373 16.4669 -0.1340
H -6.0703 -10.9955 15.6227 0.0703
H -7.6459 -10.3588 15.6997 0.0713
H -6.5855 -9.5565 14.5307 0.0799
H -6.5378 -9.1817 17.3428 0.0757
C -9.8456 -13.6097 26.2198 -0.1361
O -8.7785 -14.2357 27.0060 -0.1359
H -9.9825 -13.7741 25.1511 0.0685
H -10.7703 -14.0580 26.5831 0.0644
H -9.8814 -12.5462 26.4560 0.0802
H -9.0067 -15.1407 27.2307 0.0588
C -3.3370 -7.8853 22.9395 -0.1912
O -2.7968 -6.6481 23.2670 -0.1206
H -2.8171 -8.1568 22.0208 0.0725
H -3.0018 -8.7152 23.5617 0.0770
H -4.4212 -7.8075 22.8586 0.0854
H -2.9865 -6.0996 22.5023 0.0768
C -9.0124 -3.3202 17.5861 -0.1887
O -8.4985 -2.8769 18.8148 -0.1085
H -8.5980 -4.2851 17.2939 0.0663
H -10.0943 -3.4480 17.5507 0.0811
H -8.5946 -2.6894 16.8015 0.0729
H -9.1360 -3.1962 19.4577 0.0771
C -19.6015 0.4555 23.6958 -0.1555
O -19.7914 0.7457 25.0973 -0.1259
H -18.7004 -0.0956 23.4267 0.0727
H -20.4004 -0.1517 23.2700 0.0694
H -19.5973 1.4200 23.1880 0.0742
H -20.1613 -0.0398 25.5070 0.0651
C -16.5041 -11.9606 23.7326 -0.1894
O -16.9901 -12.7010 24.8199 -0.1082
H -15.4660 -12.1800 23.4831 0.0736
H -17.0589 -12.0380 22.7976 0.0709
H -16.5172 -10.8830 23.8964 0.0814
H -17.1709 -13.5976 24.5282 0.0717
C -14.0877 -6.7288 13.6995 -0.1874
O -13.9513 -7.5564 12.5980 -0.1207
H -14.4688 -7.3893 14.4783 0.0801
H -13.2443 -6.1041 13.9939 0.0814
H -14.9595 -6.1106 13.4852 0.0745
H -14.5805 -7.2626 11.9352 0.0720
```

The value obtained for the LUMO energy is 2.163 eV. The frontier orbital gap is 8.952 eV. The HOMO energy comes out at -6.8 eV. The spin multiplicity is 1. As for the total charge: -1. The energy above the lowest of the compared OMol25 structures with the same formula, charge and spin comes out at 108.3 kcal/mol.

[4]
# C4H3Cl3F2S

A 2-piece molecular cluster, C4H3Cl3F2S overall (ωB97M-V/def2-TZVPD, the OMol25 dataset).

XYZ file:
```
13
Properties=species:S:1:pos:R:3:lowdin_charge:R:1
F -0.1044 -0.9338 1.6701 0.1465
C 0.8588 -1.0900 0.7905 -0.4053
F 2.0276 -1.1066 1.3828 0.1717
C 0.6799 -1.2151 -0.5257 -0.1185
C -0.6396 -1.1869 -1.1138 -0.7031
S -0.9498 -1.3309 -2.6998 0.7002
H 1.5539 -1.3393 -1.1534 0.1277
H -1.4648 -1.0573 -0.4104 0.0328
Cl -2.0970 1.5423 0.3042 0.5683
C -0.3482 1.7584 0.3982 -1.5590
Cl 0.2360 2.8143 -0.8892 0.5502
Cl 0.1370 2.3584 1.9862 0.5526
H 0.1107 0.7865 0.2604 -0.0639
```

The value obtained for the LUMO energy is -1.029 eV. The frontier orbital gap is 8.092 eV. The HOMO energy comes out at -9.1 eV. The spin multiplicity is 1.

[5]
# C11H45FN2O26S

A 21-piece molecular cluster, C11H45FN2O26S overall (ωB97M-V/def2-TZVPD, the OMol25 dataset).

XYZ file:
```
86
Properties=species:S:1:pos:R:3:lowdin_charge:R:1
O 2.0048 3.5641 1.4285 0.1223
N 2.1025 3.0677 0.3929 0.0642
O 1.1716 1.9386 0.2093 0.0132
C -0.1316 2.1483 0.4964 -0.1464
C -0.9207 1.1398 0.9033 0.0091
C -0.3885 -0.2053 1.2284 -0.2268
C -0.8804 -1.3448 0.6094 0.0102
C -0.3327 -2.5715 0.9493 -0.0353
C 0.6643 -2.6069 1.9041 -0.0612
C 1.0906 -1.4074 2.4616 -0.1319
N 0.5967 -0.2196 2.1356 0.1231
C -2.3733 1.4033 1.0103 -0.2686
O -3.2195 0.5378 0.9587 0.1172
C -2.7949 2.8242 1.2220 0.0740
C -1.9904 3.8015 0.8219 -0.1761
S -2.5515 5.4546 1.0333 0.6909
O -1.5253 6.4122 0.8329 -0.2209
O -3.8245 5.5867 0.4081 -0.2273
F -2.8256 5.4040 2.5699 -0.1157
C -0.6763 3.5069 0.1960 -0.2818
O -0.0916 4.2906 -0.5075 0.1497
H -1.6594 -1.2780 -0.1343 0.0905
H -0.6934 -3.4740 0.4784 0.1186
H 1.1135 -3.5409 2.2071 0.1051
H 1.8825 -1.4152 3.2010 0.1065
H -3.7574 3.0031 1.6850 0.1431
O 2.5808 -2.9971 -0.4172 -0.0464
H 3.0987 -2.1892 -0.3253 0.0035
H 3.2378 -3.7023 -0.3745 0.0077
O -4.0710 -1.8953 2.4997 -0.0479
H -3.8061 -1.0392 2.1469 -0.0154
H -5.0128 -1.7864 2.6653 0.0340
O -4.9691 1.0285 3.5170 -0.0501
H -4.3111 1.0801 4.2185 0.0466
H -4.4657 0.8327 2.7198 -0.0182
O 4.1976 -0.3942 -0.3140 -0.0363
H 3.7987 0.1985 0.3289 0.0322
H 5.0758 -0.0289 -0.4686 0.0543
O 4.3458 -5.4508 0.8333 -0.0539
H 3.4511 -5.8075 0.8992 0.0293
H 4.8652 -6.0247 1.4058 0.0527
O 1.4184 6.9008 0.1159 -0.0455
H 0.4816 6.6630 0.1243 -0.0042
H 1.8216 6.2928 0.7425 0.0397
O -2.4037 -1.7653 -2.2334 -0.0626
H -3.3487 -1.8370 -2.4155 -0.0075
H -1.9886 -2.2898 -2.9294 0.0105
O 5.4555 2.1518 0.9312 -0.0425
H 5.8227 2.9561 0.5505 0.0508
H 4.5413 2.3723 1.1302 0.0046
O 7.2002 -5.0292 -0.6152 -0.0587
H 6.9558 -5.3399 -1.4922 0.0311
H 6.3719 -5.0513 -0.1243 -0.0061
O 2.6367 -7.1713 -0.7778 -0.0561
H 3.2129 -6.7133 -1.4037 0.0057
H 2.0161 -7.6731 -1.3136 0.0437
O 3.2210 -1.3607 -3.1621 -0.0586
H 3.6205 -1.0000 -2.3601 -0.0013
H 3.6998 -0.9214 -3.8733 0.0092
O -3.7506 3.2720 -1.5458 -0.0349
H -4.1932 4.0199 -1.1237 0.0184
H -4.4548 2.7918 -1.9923 0.0509
O 3.6816 7.3016 -2.0694 -0.0607
H 3.4676 6.6171 -2.7092 0.0281
H 3.0521 7.1627 -1.3518 -0.0077
O -4.8965 -1.4055 5.5265 -0.0662
H -5.8352 -1.3378 5.3312 0.0330
H -4.5826 -2.1216 4.9579 -0.0032
O -5.2140 -4.3271 4.8514 -0.0512
H -5.5297 -5.1519 4.4708 0.0408
H -5.6794 -4.2463 5.6904 0.0412
O 3.7311 -5.0064 -2.5611 -0.0593
H 3.8751 -4.0567 -2.6702 0.0341
H 2.7765 -5.0568 -2.4314 0.0381
O -5.3661 -2.2666 -2.6524 -0.0405
H -5.8884 -1.6295 -2.1547 0.0503
H -6.0117 -2.8593 -3.0479 0.0464
O -2.4587 -3.3241 -4.7283 -0.0409
H -3.3886 -3.4012 -4.9604 0.0423
H -1.9866 -3.8345 -5.3929 0.0475
O 3.9160 1.1989 -4.4027 -0.0574
H 4.0320 2.1433 -4.5432 0.0412
H 2.9602 1.0766 -4.3717 0.0421
O -0.1549 8.7469 -1.8968 -0.0459
H -1.0911 8.5272 -1.8844 0.0312
H 0.2497 8.1392 -1.2683 -0.0074
```

The value obtained for the LUMO energy is -2.600 eV. The frontier orbital gap is 6.819 eV. The HOMO energy comes out at -9.4 eV. The spin multiplicity is 1.

[6]
# C27H25ClN5O5Re

C27H25ClN5O5Re as an isolated structure (ωB97M-V/def2-TZVPD, the OMol25 dataset).

XYZ file:
```
64
Properties=species:S:1:pos:R:3:lowdin_charge:R:1
Re -0.4514 -0.3192 -0.5365 1.7880
O -2.1719 0.6550 0.0168 -0.2369
C -2.9216 0.0487 0.9342 -0.3437
C -3.4352 0.7834 2.0068 -0.0022
C -4.1887 0.1653 2.9819 -0.0523
C -4.5004 -1.1958 2.9083 -0.0710
C -4.0677 -1.9196 1.8231 -0.0220
C -3.2723 -1.3197 0.8378 -0.1525
C -2.9277 -2.0175 -0.3696 -0.0350
N -1.9246 -1.6982 -1.1041 -0.1316
C -1.8463 -2.1144 -2.4999 -0.1544
C -1.6191 -0.8135 -3.2679 -0.1566
N -0.4623 -0.1711 -2.6246 -0.1239
C 0.5270 0.2095 -3.3669 -0.0560
C 1.8399 0.4927 -2.8883 -0.1590
C 2.7489 1.2106 -3.6929 -0.0377
C 4.0585 1.3519 -3.3202 -0.0808
C 4.5046 0.7108 -2.1494 -0.0525
C 3.6519 -0.0287 -1.3683 0.0022
C 2.2847 -0.1409 -1.6981 -0.3468
O 1.5020 -0.8421 -0.9255 -0.1904
H -3.1936 1.8362 2.0639 0.1202
H -4.5464 0.7497 3.8197 0.1127
H -5.0847 -1.6655 3.6861 0.1083
H -4.3264 -2.9672 1.7268 0.1215
H -3.6194 -2.7726 -0.7439 0.1537
H -2.7662 -2.6028 -2.8237 0.1306
H -1.0007 -2.7927 -2.6295 0.1298
H -2.4990 -0.1740 -3.1668 0.1278
H -1.4250 -1.0017 -4.3238 0.1258
H 0.3697 0.2410 -4.4454 0.1464
H 2.3933 1.6565 -4.6148 0.1176
H 4.7486 1.9173 -3.9295 0.1060
H 5.5466 0.7884 -1.8660 0.1148
H 3.9892 -0.5296 -0.4710 0.1298
Cl 1.1481 -3.9628 6.0035 0.6807
C 0.7062 -3.0358 4.6081 -0.6646
C 0.2935 -1.7136 4.7579 -0.0757
C -0.0583 -0.9719 3.6539 0.0116
C -0.0168 -1.5201 2.3660 -0.2871
O -0.3772 -0.7377 1.3675 -0.2283
C 0.3966 -2.8598 2.2217 -0.1092
C 0.4565 -3.5632 0.9420 -0.1765
O 0.0642 -3.1575 -0.1324 0.0022
C 0.7611 -3.5954 3.3550 -0.0561
H 0.2588 -1.2777 5.7470 0.1130
H -0.3671 0.0605 3.7480 0.1253
H 0.8938 -4.5769 1.0051 0.1323
H 1.0826 -4.6228 3.2366 0.1166
C 1.6672 4.9146 -1.0539 0.0038
N 1.4332 3.6202 -0.4496 -0.0721
C 2.3665 3.0091 0.4766 -0.0059
C 1.7386 1.6398 0.7103 -0.4397
O 2.1583 0.7922 1.4390 0.1302
N 0.6043 1.5618 -0.1178 0.0398
C 0.4762 2.7390 -0.7378 -0.3845
N -0.5438 2.9923 -1.5660 0.2290
H 1.9882 5.6148 -0.2846 0.1026
H 0.7583 5.3095 -1.5014 0.0849
H 2.4392 4.8507 -1.8228 0.1024
H 2.4445 3.5711 1.4082 0.1480
H 3.3621 2.8930 0.0428 0.1433
H -1.3351 2.3685 -1.5136 0.0939
H -0.7140 3.9279 -1.8882 0.1101
```

The value obtained for the LUMO energy (alpha / beta) is -2.975 / -3.537 eV. Its expectation value of S² is 3.77. The frontier orbital gap (alpha / beta) is 7.094 / 6.905 eV. The HOMO energy (alpha / beta) comes out at -10.1 / -10.4 eV. The spin multiplicity is 4. As for the total charge: +1. The energy above the lowest of the compared OMol25 structures with the same formula, charge and spin comes out at 4.2 kcal/mol.

Short version: molar mass = 204.3 121.1 436.5 227.5 672.5 721.2 g/mol, in the order given.